{"formula": "C26H25AlN4", "method": "ωB97M-V with the def2-TZVPD basis set", "symbols": ["Al", "C", "C", "C", "C", "C", "C", "C", "N", "N", "C", "C", "C", "C", "C", "C", "N", "C", "C", "C", "C", "C", "C", "N", "H", "H", "H", "H", "H", "H", "H", "H", "H", "H", "H", "H", "H", "H", "H", "H", "H", "H", "H", "H", "C", "C", "C", "C", "C", "C", "C", "H", "H", "H", "H", "H"], "positions_angstrom": [[-0.81709, -0.08249, -0.42889], [1.59002, 1.85126, -0.16137], [0.53055, 2.95135, -0.31830], [-0.58174, 2.69331, 0.66105], [-0.81971, 3.46651, 1.75360], [-1.74339, 2.97934, 2.75893], [-2.34258, 1.78913, 2.63445], [-2.20817, 0.97891, 1.37548], [-1.23855, 1.54240, 0.40418], [1.21908, 0.55849, -0.78066], [2.06295, -0.52265, -0.25138], [1.40986, -1.85171, -0.52474], [2.06341, -3.06256, -0.44689], [1.35493, -4.23069, -0.68334], [0.00178, -4.13697, -0.99044], [-0.58501, -2.89683, -1.03603], [0.10562, -1.76395, -0.81907], [1.30101, 0.58983, -2.26707], [-0.02053, 0.89556, -2.91865], [-0.11392, 1.54931, -4.11252], [-1.36124, 1.67891, -4.75779], [-2.48556, 1.09976, -4.12275], [-2.34563, 0.47593, -2.92097], [-1.12639, 0.36247, -2.27158], [1.71785, 1.67394, 0.90914], [2.55312, 2.18377, -0.56749], [0.14429, 2.95848, -1.33991], [0.99201, 3.91810, -0.11839], [-0.28206, 4.39177, 1.90652], [-1.89483, 3.57957, 3.64900], [-2.99120, 1.39025, 3.40619], [-3.20170, 0.94121, 0.89981], [2.14776, -0.40904, 0.83445], [3.07386, -0.48866, -0.67352], [3.11670, -3.09130, -0.20124], [1.84768, -5.19149, -0.63221], [-0.58833, -5.02238, -1.17890], [-1.63712, -2.75370, -1.24899], [1.59790, -0.40999, -2.60333], [2.06831, 1.29216, -2.60365], [0.78512, 1.95482, -4.56272], [-1.45004, 2.19547, -5.70204], [-3.46333, 1.15696, -4.58194], [-3.19416, 0.05206, -2.39544], [-1.63308, -0.44945, 1.34986], [-0.62711, -0.90746, 2.28351], [0.13310, -0.08581, 3.14874], [1.14689, -0.60561, 3.93445], [1.44696, -1.96264, 3.91933], [0.70552, -2.79869, 3.09024], [-0.29748, -2.28630, 2.29183], [-0.05327, 0.97739, 3.16289], [1.71749, 0.06322, 4.56837], [2.23425, -2.36382, 4.54420], [0.91281, -3.86302, 3.06975], [-0.87760, -2.95441, 1.66626]], "forces_ev_per_a": [[0.2088, 1.4336, -0.8963], [-0.0649, 0.2717, 0.1022], [-0.0356, -0.1162, 0.0546], [-0.0267, -0.0196, -0.0317], [0.1221, 0.1067, -0.0042], [0.0465, -0.1299, -0.0337], [0.0265, -0.0332, 0.0965], [-0.1714, -0.0585, 0.0207], [-0.2123, 0.2073, 0.2946], [-0.1060, -0.2816, 0.1464], [0.1078, 0.0431, 0.1004], [-0.4023, 0.4772, -0.1076], [0.1941, -0.4295, -0.0681], [-0.0496, 0.3965, -0.0053], [0.0694, -0.3202, -0.0162], [0.0174, 0.5002, -0.0956], [0.4847, -1.4699, 0.3169], [-0.2782, -0.0721, -0.3698], [0.2082, 0.2486, -0.2248], [-0.0303, -0.0833, 0.2390], [-0.0216, 0.1024, -0.2422], [0.1028, -0.0619, 0.1775], [-0.2659, 0.1321, -0.1192], [0.0217, -0.5968, 0.5496], [0.0484, -0.0265, -0.0242], [-0.0018, -0.0826, -0.0555], [0.0137, 0.0535, -0.0302], [0.0378, -0.0156, 0.0053], [0.0137, -0.0123, -0.0491], [-0.0397, -0.0482, 0.0278], [0.0039, 0.0686, 0.0172], [0.0294, -0.0512, 0.0659], [-0.0204, 0.0277, -0.0194], [0.0031, -0.0381, 0.0136], [-0.0052, 0.0321, 0.0021], [-0.0084, -0.0187, 0.0145], [-0.0236, 0.0260, -0.0156], [-0.0257, -0.1265, 0.0068], [0.1232, 0.0062, 0.1395], [0.0273, 0.0002, 0.0803], [0.0136, -0.0094, 0.0224], [-0.0073, -0.0126, 0.0222], [-0.0262, -0.0253, 0.0514], [-0.0036, 0.0178, -0.0666], [0.0213, 0.1057, -0.1816], [0.0090, -0.3426, 0.2064], [-0.1080, 0.1075, -0.1930], [0.1094, -0.0587, 0.0541], [-0.0195, 0.0161, -0.0275], [0.0479, -0.0592, 0.0289], [-0.0708, 0.1194, -0.0167], [-0.0519, 0.0725, 0.0211], [-0.0192, 0.0028, 0.0062], [0.0043, 0.0153, -0.0018], [-0.0110, 0.0102, 0.0113], [-0.0089, -0.0007, 0.0006]], "nbo_charge": [1.914, -0.200, -0.451, 0.266, -0.413, -0.200, -0.229, -0.148, -0.821, -0.522, -0.261, 0.269, -0.237, -0.116, -0.255, 0.101, -0.598, -0.254, 0.124, -0.235, -0.325, -0.250, -0.021, -0.810, 0.218, 0.189, 0.237, 0.226, 0.207, 0.205, 0.206, 0.174, 0.256, 0.210, 0.233, 0.230, 0.237, 0.228, 0.206, 0.214, 0.205, 0.205, 0.213, 0.189, -0.429, -0.135, -0.185, -0.229, -0.249, -0.221, -0.223, 0.225, 0.210, 0.210, 0.206, 0.205], "multiplicity": 1, "charge": 0, "e_homo_ev": [-6.05, -4.63], "max_force_ha_per_bohr": 0.033, "molar_mass_da": 420.496}